The following is a DFT calculation (ωB97M-V/def2-TZVPD) of C33H43N16PrS3 as an isolated structure.

```
! wB97M-V def2-TZVPD RIJCOSX def2/J DEFGRID3
* xyz -2 3
Pr 0.07 0.41 -0.50
C -6.32 -0.16 1.12
C -5.57 -0.98 0.08
N -4.38 -1.61 0.60
C -3.09 -1.17 0.31
S -2.86 -0.37 -1.19
N -2.22 -1.57 1.19
N -0.88 -1.24 1.06
C -0.05 -1.95 1.74
C -0.52 -3.14 2.55
C 1.45 -1.74 1.60
C 2.14 -1.91 2.93
C 3.28 -1.27 3.22
C 3.80 -0.31 2.32
C 2.96 0.10 1.30
N 1.77 -0.42 1.02
H -7.25 0.22 0.70
H -5.71 0.67 1.44
H -6.56 -0.78 1.98
H -5.25 -0.33 -0.74
H -6.23 -1.77 -0.33
H -4.44 -1.95 1.55
H -1.42 -3.54 2.09
H -0.77 -2.80 3.56
H 0.26 -3.90 2.60
H 1.66 -2.54 3.66
H 3.78 -1.44 4.17
H 4.74 0.19 2.50
H 3.26 0.95 0.69
S -1.78 2.04 1.26
C -1.58 3.61 0.53
C -1.75 4.66 1.43
N -1.88 5.48 2.24
C -1.26 3.89 -0.78
S -0.96 2.76 -2.07
C -1.17 5.23 -1.16
N -1.09 6.33 -1.51
N 1.09 3.05 2.01
C 1.54 3.45 0.80
N 1.98 4.71 0.71
C 2.48 5.03 -0.48
N 2.94 6.32 -0.64
N 2.67 4.20 -1.49
C 2.20 2.95 -1.31
N 1.57 2.55 -0.18
C 2.48 2.00 -2.34
C 3.28 2.38 -3.44
C 3.71 1.43 -4.33
C 3.32 0.10 -4.13
C 2.48 -0.18 -3.06
N 2.04 0.71 -2.19
H 0.79 3.79 2.62
H 0.51 2.21 2.01
H 2.47 6.98 -0.04
H 3.00 6.59 -1.61
H 3.55 3.42 -3.52
H 4.34 1.69 -5.17
H 3.65 -0.69 -4.79
H 2.14 -1.20 -2.90
C 2.42 -4.54 -0.76
C 2.79 -3.56 0.38
C 4.08 -2.80 -0.04
C 3.12 -4.43 1.61
N 1.68 -2.67 0.50
H 3.18 -5.32 -0.86
H 2.33 -4.01 -1.70
H 1.47 -5.02 -0.53
H 4.87 -3.51 -0.30
H 4.41 -2.18 0.79
H 3.87 -2.16 -0.89
H 4.01 -5.04 1.41
H 2.29 -5.11 1.83
H 3.31 -3.81 2.48
C -2.49 -0.38 -5.75
C -1.80 0.67 -4.89
N -0.70 0.03 -4.19
C -0.93 -1.15 -3.51
N -0.24 -1.38 -2.45
C -0.41 -2.67 -1.78
C -0.75 -3.76 -2.78
C -2.01 -3.30 -3.48
N -1.76 -2.05 -4.16
C -2.92 -1.51 -4.83
H -1.78 -0.75 -6.49
H -3.36 0.05 -6.26
H -2.52 1.11 -4.18
H -1.39 1.48 -5.50
H -0.17 0.69 -3.63
H -1.25 -2.59 -1.07
H 0.49 -2.86 -1.17
H -0.91 -4.72 -2.28
H 0.06 -3.88 -3.50
H -2.82 -3.18 -2.74
H -2.34 -4.03 -4.25
H -3.64 -1.15 -4.10
H -3.37 -2.33 -5.40
*
```

Values from the calculation:
ΔE to the lowest compared entry with this formula, charge and spin: 0.000 eV
Highest occupied orbital energy (alpha / beta): -0.5 / -0.5 eV
LUMO level (alpha / beta): 3.498 / 3.498 eV


The following is a DFT calculation (ωB97M-V/def2-TZVPD) of a 4-piece molecular cluster, C33H43N6O16P2 overall.

```
! wB97M-V def2-TZVPD RIJCOSX def2/J DEFGRID3
* xyz 1 1
C -3.63 3.43 5.00
C -2.14 3.33 4.61
C -1.65 4.54 3.80
C -1.74 1.97 3.97
C -1.59 1.92 2.49
N -0.49 1.50 1.85
C 0.76 0.99 2.42
C 1.18 -0.35 1.82
C 0.02 -1.36 1.63
C 0.42 -2.79 2.01
N -0.31 -3.33 3.16
C -0.14 -2.63 4.37
N 0.97 -2.25 4.87
N -1.31 -2.41 5.09
C -0.69 1.60 0.50
C -1.93 2.07 0.30
P -2.88 2.40 -1.20
P -3.05 4.58 -1.08
O -4.47 4.95 -1.02
O -2.20 5.00 0.21
O -2.30 5.21 -2.33
N -2.48 2.25 1.56
C -3.86 2.68 1.78
C -4.74 1.53 2.25
C -6.08 1.91 2.89
N -6.62 3.19 2.64
O -6.65 1.09 3.57
H -4.15 4.19 4.42
H -4.16 2.49 4.88
H -3.73 3.72 6.04
H -1.60 3.35 5.56
H -1.18 5.27 4.47
H -0.90 4.29 3.06
H -2.47 5.07 3.33
H -2.47 1.21 4.25
H -0.80 1.66 4.41
H 1.54 1.74 2.26
H 0.66 0.87 3.49
H 1.88 -0.78 2.53
H 1.72 -0.20 0.89
H -0.86 -1.04 2.19
H -0.27 -1.35 0.58
H 1.48 -2.84 2.23
H 0.24 -3.46 1.18
H -1.29 -3.47 2.97
H 1.74 -2.53 4.28
H -1.32 -1.54 5.61
H -2.18 -2.58 4.60
H 0.06 1.33 -0.23
H -1.84 2.27 -2.14
H -2.21 5.96 0.31
H -1.36 5.00 -2.35
H -3.87 3.52 2.47
H -4.24 3.05 0.83
H -4.96 0.88 1.40
H -4.20 0.91 2.97
H -6.36 3.57 1.74
H -6.37 3.86 3.37
C 2.72 -3.34 -2.72
C 3.10 -4.06 -3.79
C 3.21 -5.56 -3.73
O 3.56 -6.12 -4.75
C 2.90 -6.23 -2.48
C 2.53 -5.51 -1.42
C 2.40 -4.01 -1.48
O 2.03 -3.43 -0.47
O 2.25 -6.06 -0.24
O 3.41 -3.51 -4.95
H 2.63 -2.27 -2.75
H 3.00 -7.30 -2.45
H 2.00 -5.33 0.36
H 3.64 -4.24 -5.55
C 8.80 -4.86 -1.39
C 7.56 -4.97 -1.87
C 6.37 -4.36 -1.16
O 5.28 -4.49 -1.70
C 6.58 -3.67 0.09
C 7.82 -3.57 0.58
C 9.02 -4.15 -0.14
O 10.10 -3.99 0.39
O 8.13 -2.96 1.71
O 7.26 -5.60 -2.99
H 9.66 -5.29 -1.89
H 5.72 -3.25 0.59
H 9.10 -3.04 1.81
H 6.29 -5.53 -3.12
C -3.88 3.55 -6.89
C -3.28 3.72 -5.71
C -1.93 3.11 -5.40
O -1.48 3.30 -4.28
C -1.26 2.33 -6.41
C -1.86 2.17 -7.61
C -3.21 2.78 -7.92
O -3.65 2.58 -9.04
O -1.34 1.48 -8.60
O -3.82 4.40 -4.71
H -4.85 3.98 -7.12
H -0.30 1.89 -6.18
H -1.98 1.54 -9.34
H -3.14 4.45 -4.00
*
```

Values from the calculation:
Highest occupied orbital energy: -11.2 eV
LUMO level: -3.422 eV


The following is a DFT calculation (ωB97M-V/def2-TZVPD) of C33H43N7RhSeSi as an isolated structure.

```
! wB97M-V def2-TZVPD RIJCOSX def2/J DEFGRID3
* xyz 1 5
Rh 0.04 -0.28 0.87
C -0.14 -0.06 3.14
C -0.67 1.23 3.46
C -2.06 1.48 3.38
C -2.58 2.70 3.73
C -1.74 3.72 4.18
C -0.36 3.50 4.27
C 0.16 2.28 3.90
C -2.27 4.97 4.58
N -2.68 5.99 4.90
H -0.82 -0.88 3.35
H 0.86 -0.25 3.53
H -2.72 0.69 3.06
H -3.65 2.88 3.68
H 0.28 4.28 4.64
H 1.22 2.11 4.00
C 1.80 -4.84 1.25
C 1.30 -3.51 1.36
N 0.89 -2.44 1.43
H 2.75 -4.82 0.71
H 1.09 -5.45 0.69
H 1.95 -5.26 2.24
Se -5.64 0.22 -2.11
N -5.26 -0.53 -0.64
C -4.30 -0.95 0.16
C -4.54 -2.00 1.05
C -3.49 -2.56 1.73
C -2.21 -2.07 1.54
N -1.95 -0.97 0.80
C -2.96 -0.37 0.16
N -2.81 0.76 -0.54
H -5.55 -2.38 1.14
H -3.65 -3.40 2.40
H -1.37 -2.55 2.00
C 2.03 0.52 -3.83
C 2.14 0.04 -2.38
C 2.91 -1.28 -2.34
C 3.02 1.06 -1.64
Si 0.29 -0.22 -1.58
C -0.52 -1.90 -2.42
C -2.04 -2.03 -2.30
C -0.20 -1.95 -3.91
C 0.05 -3.14 -1.73
C -0.79 1.49 -1.83
C -1.66 1.50 -3.09
C 0.08 2.75 -1.87
C -1.69 1.66 -0.59
H 3.01 0.43 -4.30
H 1.73 1.56 -3.89
H 1.33 -0.06 -4.42
H 3.93 -1.11 -2.71
H 2.46 -2.03 -2.97
H 2.98 -1.66 -1.33
H 3.83 1.38 -2.29
H 3.47 0.61 -0.76
H 2.48 1.95 -1.34
H -2.56 -1.17 -2.73
H -2.35 -2.16 -1.28
H -2.37 -2.91 -2.86
H -0.61 -1.09 -4.43
H -0.65 -2.85 -4.35
H 0.86 -2.02 -4.11
H -0.31 -3.18 -0.70
H 1.13 -3.15 -1.72
H -0.29 -4.03 -2.25
H -1.05 1.37 -3.98
H -2.17 2.45 -3.18
H -2.41 0.72 -3.07
H 0.79 2.73 -2.69
H 0.63 2.89 -0.94
H -0.55 3.62 -2.01
H -3.64 1.09 -1.01
H -2.09 2.68 -0.58
H -1.09 1.51 0.33
N 6.06 -1.16 2.26
C 5.19 -0.43 2.11
C 4.09 0.43 1.90
C 4.16 1.81 2.09
C 3.01 2.55 1.82
C 1.87 1.90 1.38
N 1.81 0.58 1.19
C 2.90 -0.14 1.44
H 5.06 2.27 2.45
H 3.00 3.61 1.96
H 0.97 2.47 1.19
H 2.84 -1.21 1.28
*
```

Values from the calculation:
Highest occupied orbital energy (alpha / beta): -10.1 / -11.1 eV
LUMO level (alpha / beta): -3.052 / -4.964 eV


The following is a DFT calculation (ωB97M-V/def2-TZVPD) of C33H44AuBrGeN7O4S2Si3 as an isolated structure.

```
! wB97M-V def2-TZVPD RIJCOSX def2/J DEFGRID3
* xyz 2 4
Au 2.25 0.64 0.91
Br 0.75 -8.27 7.75
C 0.78 -7.55 5.97
C -0.43 -7.32 5.28
C -0.30 -6.80 3.92
C 0.97 -6.74 3.28
C 2.14 -7.00 4.11
C 2.01 -7.23 5.45
N 1.16 -6.00 2.18
N 2.05 -5.87 1.34
C 2.61 -4.79 0.91
C 3.82 -4.49 0.13
C 3.96 -3.21 -0.43
C 3.37 -2.09 0.14
O 3.87 -0.97 -0.14
C 2.08 -2.26 0.73
N 1.30 -1.12 0.85
C 0.08 -1.33 1.45
C -0.43 -2.49 1.66
C 0.28 -3.64 1.38
C 1.58 -3.53 1.02
H -1.46 -7.61 5.70
H -1.19 -6.46 3.50
H 3.16 -6.80 3.76
H 3.01 -7.39 6.08
H 4.58 -5.19 -0.30
H 4.62 -3.35 -1.27
H -0.32 -0.41 1.74
H -1.54 -2.41 1.83
H -0.17 -4.58 1.72
O -2.57 1.02 -0.09
N -2.54 2.05 0.89
C -1.62 1.67 3.70
Si -3.18 1.59 2.58
C -3.76 -0.20 2.58
C -4.35 2.88 2.99
Ge -1.59 3.60 0.65
Si 0.87 4.44 -4.20
C -0.64 5.55 -4.29
C 0.52 2.78 -4.86
C 2.35 5.46 -4.59
Si -3.96 0.83 -1.09
C -5.49 1.36 -0.16
C -3.70 1.90 -2.59
C -4.13 -0.93 -1.67
H -1.28 2.68 3.82
H -0.78 1.03 3.35
H -1.90 1.39 4.69
H -3.18 -0.86 1.87
H -4.78 -0.34 2.18
H -3.64 -0.70 3.56
H -4.16 3.28 4.02
H -5.31 2.47 2.79
H -4.20 3.69 2.27
H -0.48 6.59 -4.23
H -1.30 5.24 -3.41
H -1.29 5.43 -5.19
H 0.05 2.96 -5.87
H -0.15 2.17 -4.26
H 1.41 2.23 -4.88
H 3.18 5.35 -3.84
H 1.99 6.47 -4.60
H 2.86 5.15 -5.52
H -5.33 2.33 0.30
H -6.00 0.63 0.51
H -6.24 1.48 -0.98
H -3.31 2.90 -2.29
H -4.68 1.93 -3.01
H -3.03 1.41 -3.27
H -5.21 -1.00 -2.03
H -3.91 -1.70 -0.95
H -3.41 -1.24 -2.55
N 2.41 -1.63 -3.90
C 2.13 -0.54 -3.13
C 0.86 -0.48 -2.47
C 0.42 0.69 -1.91
C 1.20 1.84 -1.97
C 2.48 1.80 -2.50
C 2.99 0.63 -3.02
S 0.60 3.36 -1.33
O 1.06 4.37 -2.31
O -0.87 3.29 -1.19
N 0.93 3.67 0.14
C 2.22 3.64 0.64
S 3.12 5.12 0.78
C 4.52 4.30 1.41
C 4.24 2.96 1.44
N 2.93 2.64 1.05
H 1.84 -2.44 -3.78
H 3.23 -1.77 -4.47
H 0.08 -1.28 -2.49
H -0.59 0.73 -1.60
H 3.14 2.65 -2.48
H 3.99 0.74 -3.44
H 5.42 4.66 1.63
H 4.94 2.28 1.89
*
```

Values from the calculation:
ΔE to the lowest compared entry with this formula, charge and spin: 0.000 eV
Highest occupied orbital energy (alpha / beta): -11.1 / -13.0 eV
LUMO level (alpha / beta): -5.329 / -7.020 eV


The following is a DFT calculation (ωB97M-V/def2-TZVPD) of C33H44F6N2OOsSbSi as an isolated structure.

```
! wB97M-V def2-TZVPD RIJCOSX def2/J DEFGRID3
* xyz 0 2
Os -0.47 -0.49 -1.15
C -0.40 -1.92 0.41
Si 0.88 -1.26 1.62
C 2.31 -0.50 0.66
N 1.93 0.57 -0.29
C 2.87 0.67 -1.41
C 4.23 1.22 -0.97
C 4.06 2.59 -0.32
C 3.05 2.51 0.82
C 1.74 1.88 0.33
C 0.08 -0.04 2.83
C 0.84 0.89 3.54
C 0.27 1.68 4.53
C -1.08 1.54 4.84
C -1.84 0.60 4.17
C -1.26 -0.19 3.18
C 1.51 -2.61 2.76
C 2.86 -2.86 2.95
C 3.29 -3.80 3.88
C 2.37 -4.52 4.62
C 1.01 -4.29 4.43
C 0.59 -3.34 3.51
H -1.36 -2.17 0.86
H 0.00 -2.82 -0.06
H 2.72 -1.32 0.06
H 3.11 -0.19 1.34
H 2.45 1.37 -2.15
H 2.99 -0.30 -1.88
H 4.88 1.29 -1.85
H 4.69 0.52 -0.28
H 3.69 3.30 -1.07
H 5.01 2.96 0.05
H 2.83 3.50 1.22
H 3.47 1.92 1.64
H 1.31 2.55 -0.42
H 1.02 1.79 1.15
H 1.90 1.00 3.33
H 0.87 2.40 5.06
H -1.53 2.15 5.61
H -2.89 0.47 4.42
H -1.87 -0.93 2.68
H 3.60 -2.33 2.36
H 4.35 -3.98 4.02
H 2.70 -5.25 5.34
H 0.28 -4.85 5.00
H -0.48 -3.17 3.38
F 1.08 -1.47 -1.77
Sb 2.67 -3.49 -2.40
F 2.88 -4.61 -0.74
F 1.16 -3.89 -3.79
F 4.14 -4.34 -3.21
F 2.90 -1.98 -3.65
F 3.80 -2.31 -1.33
C -0.42 -1.37 -4.15
C -0.74 -0.30 -3.19
O -0.32 1.01 -3.84
H -0.65 -1.10 -5.18
H -0.95 -2.28 -3.89
H 0.65 -1.64 -4.10
C -0.07 2.15 -2.93
C -1.33 2.96 -2.61
C -1.01 3.76 -1.34
C -2.66 2.25 -2.44
C -3.73 2.76 -3.17
C -5.02 2.33 -2.94
C -5.25 1.38 -1.96
C -4.22 0.80 -1.24
C -4.59 -0.22 -0.18
C -4.07 0.20 1.19
C -4.12 -1.63 -0.56
C -2.89 1.22 -1.50
N -1.80 0.61 -0.92
H 0.64 2.80 -3.44
H 0.48 0.82 -4.37
H 0.37 1.74 -2.02
H -1.47 3.67 -3.43
H -0.92 3.08 -0.49
H -1.82 4.45 -1.13
H -0.08 4.32 -1.44
H -3.54 3.54 -3.89
H -5.84 2.76 -3.50
H -6.27 1.06 -1.76
H -5.68 -0.25 -0.13
H -2.99 0.32 1.18
H -4.32 -0.55 1.94
H -4.51 1.16 1.50
H -3.05 -1.66 -0.76
H -4.64 -1.98 -1.46
H -4.34 -2.33 0.25
*
```

Values from the calculation:
ΔE to the lowest compared entry with this formula, charge and spin: 6.707 eV
Highest occupied orbital energy (alpha / beta): -7.3 / -7.3 eV
LUMO level (alpha / beta): -3.549 / -3.483 eV


Q: Number 4 is which compound?
A: C33H44AuBrGeN7O4S2Si3